(1)
DFT (the ωB97M-V functional and the def2-TZVPD basis) results for C38H45N6O4Y as an isolated structure.

The largest force on an atom comes out at 0.4 eV/A. For the energy above the lowest of the compared OMol25 structures with the same formula, charge and spin, the calculation gives 0.0 kcal/mol. As for the total charge: +2. For the HOMO-LUMO gap, the calculation gives 7.401 eV.

```
94
Properties=species:S:1:pos:R:3:forces:R:3
C -4.755 -0.784 1.598 0.00 0.00 -0.03
H -6.956 -2.300 -0.226 0.00 0.00 0.00
C -4.888 -0.391 -0.721 0.04 -0.01 0.03
H 0.339 -4.765 -2.234 0.00 0.01 -0.01
H -1.053 -1.091 -4.484 0.00 0.00 0.02
C 0.590 5.188 1.358 0.00 0.01 -0.05
H -0.296 1.208 -5.286 -0.01 0.02 0.00
H -0.622 1.355 4.632 -0.03 0.01 -0.01
O -1.616 0.657 0.442 0.10 -0.01 -0.13
C 3.087 1.910 -0.956 -0.01 -0.04 -0.06
H 1.191 -5.039 1.917 0.00 0.01 0.01
C 0.914 -3.049 1.150 0.00 0.00 0.02
H 2.630 4.237 -2.135 0.01 0.01 0.00
C 2.939 2.115 -2.327 0.04 -0.11 -0.01
H -0.674 -1.701 4.788 0.00 -0.01 0.01
H 3.491 -1.450 -0.907 0.00 0.02 0.05
C 0.141 -2.211 -2.475 0.03 -0.05 0.02
H 0.662 6.196 1.743 0.00 0.00 0.00
C -0.189 -0.554 -4.083 0.02 -0.05 -0.05
C 1.082 -2.494 2.444 0.00 0.03 0.00
H 2.068 3.563 -3.665 0.01 0.01 0.00
C -3.445 -0.257 1.620 0.01 0.02 -0.06
H 2.879 1.147 -4.241 0.01 0.00 0.00
H 3.510 -0.611 1.312 0.00 0.01 0.01
C 0.506 -4.283 -1.275 0.00 -0.01 0.05
C -2.816 0.195 0.420 -0.05 -0.01 0.03
H 1.656 -6.876 -1.005 0.00 -0.01 0.00
H 1.270 -3.184 3.263 0.00 0.01 0.01
C -1.726 1.462 -3.718 0.04 0.06 -0.02
C 3.321 -0.451 -1.297 0.04 -0.05 -0.06
H 1.808 3.971 4.068 0.00 0.00 -0.01
H -5.187 -1.122 2.534 0.00 0.00 0.00
C 0.654 -2.229 0.017 0.08 0.00 -0.13
H 1.084 5.570 3.809 -0.01 0.00 0.00
H -1.706 2.554 -3.714 -0.02 -0.01 -0.01
H 4.464 0.872 1.343 0.00 -0.01 0.00
C 0.433 -2.896 -1.222 -0.01 0.00 0.01
H -5.459 -0.418 -1.645 0.00 0.00 -0.01
H -3.889 0.597 -2.842 0.01 0.00 -0.01
C 0.933 4.500 3.699 0.01 0.00 0.02
N -1.954 1.008 -2.345 0.02 -0.05 0.05
H 0.065 4.195 4.281 0.00 0.00 0.00
C -2.816 -0.172 2.885 0.01 -0.01 0.03
C 3.281 0.630 -0.426 0.00 0.02 0.02
H 0.247 5.726 -0.674 0.00 0.00 0.00
H 1.064 -7.067 0.643 0.00 -0.01 0.00
H -3.375 -0.554 3.736 0.00 0.00 0.00
H 3.111 2.765 -0.290 -0.02 0.01 -0.01
C -0.389 0.946 -4.231 0.03 0.09 0.05
H -7.599 -0.683 0.037 0.00 0.00 0.00
C 3.184 -0.283 -2.674 -0.01 0.03 -0.04
C -3.127 0.598 -2.057 0.02 0.03 -0.02
H 3.027 -1.214 -4.613 0.01 -0.01 -0.01
N 0.046 -0.955 -2.680 0.05 0.07 0.02
H 0.008 -2.891 -3.323 0.00 0.01 -0.01
H 1.593 0.238 4.095 0.01 -0.01 0.00
C 0.786 -5.095 -0.171 0.01 0.01 -0.01
N 1.023 -1.238 2.764 0.02 -0.02 0.04
H 3.795 3.763 -3.374 -0.01 0.01 -0.01
N 0.729 4.198 2.284 0.00 -0.05 -0.02
C 0.636 2.867 1.906 -0.01 -0.02 0.10
H 4.384 -1.762 -3.639 -0.01 -0.01 -0.02
H -7.219 -1.713 1.415 -0.01 -0.01 0.00
C 2.969 0.999 -3.170 0.01 0.03 0.06
H 0.431 1.485 -3.737 0.00 -0.04 -0.01
C 0.981 -4.454 1.028 -0.01 0.00 -0.02
C -0.172 -0.735 4.897 0.01 0.06 -0.05
H -1.979 0.382 5.218 -0.01 0.00 0.00
O 0.638 -0.946 0.125 -0.03 -0.12 0.16
C -6.894 -1.422 0.418 0.01 0.00 0.00
C 0.371 4.936 0.048 0.00 0.02 0.01
C -5.496 -0.869 0.446 -0.01 0.02 0.00
C -1.130 0.398 4.536 0.06 -0.04 0.03
H 0.683 -0.856 -4.668 -0.01 0.00 -0.01
C -3.598 0.118 -0.770 -0.01 0.00 0.05
H 2.731 0.954 1.636 0.01 0.00 0.00
H 0.062 -0.621 5.957 -0.01 -0.01 0.00
H 2.769 -2.323 -3.251 -0.01 0.01 0.01
H -1.098 0.746 2.420 -0.01 -0.02 -0.03
H 0.873 -0.573 2.006 -0.01 -0.01 0.00
C 0.309 3.564 -0.338 0.06 -0.03 0.14
C 0.862 -6.590 -0.314 0.00 0.01 -0.01
C 3.337 -1.458 -3.598 0.01 0.01 0.01
N -1.652 0.327 3.169 0.00 0.01 0.01
O 0.690 1.971 2.762 0.01 0.03 -0.03
N 0.485 2.601 0.599 0.01 0.01 -0.11
C 2.847 3.498 -2.904 -0.04 0.00 0.00
Y 0.099 0.863 -1.021 -0.32 0.19 0.04
H -0.074 -6.993 -0.701 0.00 -0.01 0.01
O 0.110 3.143 -1.519 -0.06 -0.03 -0.10
C 1.157 -0.757 4.142 -0.06 -0.03 0.04
C 3.502 0.447 1.050 -0.01 0.00 -0.03
H -2.539 1.136 -4.375 -0.02 -0.01 0.02
H 1.851 -1.421 4.656 0.01 0.01 -0.01
```
Positions in Å, forces in eV/Å.



(2)
DFT (the ωB97M-V functional and the def2-TZVPD basis) results for C38H45N8O2S3Ti as an isolated structure.

The largest force on an atom comes out at 0.6 eV/A. For the energy above the lowest of the compared OMol25 structures with the same formula, charge and spin, the calculation gives 27.2 kcal/mol. As for the total charge: +1. For the HOMO-LUMO gap (spin up / spin down), the calculation gives 6.276 / 6.287 eV.

```
97
Properties=species:S:1:pos:R:3:forces:R:3
C 0.751 2.860 -0.267 0.01 0.02 -0.03
N -5.452 1.488 0.179 0.05 0.18 -0.18
N -1.162 -3.813 -0.660 -0.02 0.04 0.14
H 2.428 1.820 -3.062 0.01 0.00 0.00
H -0.722 -1.278 2.522 -0.06 -0.02 -0.07
H -0.916 -0.920 5.415 0.00 0.00 0.00
H -0.778 -2.399 0.889 0.00 0.02 0.07
C -1.680 1.214 -4.699 0.00 0.10 0.05
C -0.673 2.588 -0.762 -0.02 -0.04 0.03
Ti 1.744 -0.548 -0.464 0.27 0.01 0.51
H 1.324 -0.292 4.525 0.01 0.01 0.01
C -3.590 -4.301 1.999 -0.02 0.01 0.01
N 1.043 0.246 -2.540 0.01 -0.16 0.18
C 0.433 -0.129 3.908 0.00 0.03 0.02
C 0.713 1.373 1.767 0.23 0.04 0.17
C -0.774 0.003 4.850 0.01 0.01 0.01
C 4.841 -2.347 -1.546 0.03 -0.05 0.03
O -4.184 -0.118 -0.598 0.13 -0.10 -0.11
C 0.807 2.314 3.972 0.01 0.08 0.01
H 0.556 5.021 -0.431 0.01 0.01 -0.01
C -2.202 -4.669 -0.085 -0.01 -0.02 0.01
H 6.015 -0.150 -0.260 -0.03 -0.03 0.02
H 1.413 2.104 -0.710 -0.03 0.06 0.00
H -4.970 3.775 -1.304 0.00 0.00 0.00
H 1.011 -1.597 2.378 -0.01 -0.01 0.01
H 4.062 -1.250 -3.237 0.00 0.00 0.00
C 1.222 4.223 -0.764 0.02 -0.03 0.03
H 5.636 -2.268 -0.806 0.01 0.04 -0.01
C -4.635 1.147 -0.758 -0.14 0.06 0.15
C 0.813 2.680 1.235 0.04 -0.06 -0.16
H -3.126 0.183 -2.693 0.00 0.01 0.00
C -4.470 -3.526 2.749 0.01 -0.02 0.01
C -0.166 0.042 -3.050 -0.05 0.11 -0.02
H 5.467 1.034 1.847 -0.01 0.01 0.00
C 5.306 0.677 -0.261 0.02 -0.01 -0.03
C 0.933 3.764 2.086 -0.01 0.01 0.05
H 0.775 -2.919 -2.942 0.01 0.00 0.01
H -1.681 0.189 4.269 0.00 0.00 0.00
S 3.553 -0.401 1.689 -0.33 -0.06 -0.07
O 0.750 0.330 0.902 0.01 -0.06 -0.62
C -4.899 -2.295 2.283 -0.02 0.03 0.02
H -3.916 5.021 -3.171 0.00 0.00 0.00
H -5.555 -1.670 2.875 0.00 0.00 0.00
C -2.665 1.946 -3.821 -0.01 -0.02 -0.02
H -2.700 -5.140 -0.932 0.01 0.01 -0.01
C -4.100 1.905 -1.883 0.06 0.01 -0.07
C 0.207 -1.389 3.082 0.04 0.00 -0.03
H 5.533 -1.678 1.221 0.00 -0.01 -0.03
H -1.732 -5.453 0.508 0.00 -0.01 -0.01
C 4.751 -1.096 -2.403 0.03 -0.04 -0.05
C -3.619 -2.643 0.276 -0.01 0.03 -0.02
C -0.565 -2.761 -0.100 0.00 -0.03 -0.06
S 3.263 -2.672 -0.694 -0.02 0.11 -0.10
C -4.460 -1.846 1.041 0.06 -0.09 -0.03
H -0.861 -0.727 -2.759 0.02 -0.03 0.00
C -4.799 -0.520 0.538 -0.12 0.16 0.09
H -3.236 -5.247 2.391 0.00 0.00 0.00
N -5.557 0.400 1.026 0.00 -0.23 0.12
C -4.334 3.270 -2.019 -0.02 0.00 0.02
C 1.472 1.353 -3.220 -0.09 -0.05 -0.06
H 5.724 -0.855 -2.832 -0.01 0.03 0.01
H 5.080 -3.199 -2.182 -0.01 -0.01 0.01
N 0.611 1.807 -4.093 0.07 0.07 0.05
H -0.666 0.816 5.564 -0.01 0.00 0.01
H -2.406 3.864 -4.744 0.00 0.00 0.00
H 4.493 -3.923 0.937 0.00 0.00 0.00
H 5.867 1.572 -0.529 0.00 -0.01 -0.02
C -3.738 3.960 -3.061 -0.01 0.02 -0.01
H -0.986 1.569 -0.521 0.00 0.04 0.00
H -0.752 2.744 -1.840 0.00 -0.02 -0.01
H 1.020 4.763 1.679 0.00 -0.01 -0.01
H 0.093 -2.241 3.757 0.00 -0.01 0.00
C 0.198 -3.049 -2.041 -0.10 -0.03 0.08
N -0.431 0.963 -3.973 -0.06 -0.14 -0.09
C -3.162 -3.862 0.755 0.01 0.00 -0.02
H -2.076 0.255 -5.031 0.01 -0.02 0.02
H 4.765 -2.187 2.710 0.01 0.02 0.00
C 0.954 3.586 3.461 0.01 0.00 -0.01
N -0.684 -4.012 -1.901 0.05 0.03 -0.09
C -3.288 1.249 -2.798 0.01 -0.01 0.02
C 3.854 -3.040 0.977 0.01 -0.15 0.00
C 4.679 0.886 1.107 0.05 0.03 0.06
H 2.949 -3.315 1.522 0.00 0.01 0.00
C 0.654 1.189 3.159 -0.03 -0.22 -0.05
H -4.802 -3.879 3.715 0.00 0.00 0.00
H 2.230 4.456 -0.417 0.00 0.02 0.00
H 1.073 4.432 4.125 0.00 0.00 0.00
C 4.569 -1.897 1.677 0.05 0.06 0.02
H 4.061 1.788 1.118 -0.02 0.00 0.00
H -3.295 -2.289 -0.694 0.00 0.00 0.00
C -2.894 3.308 -3.952 -0.01 0.01 0.00
H -1.408 1.802 -5.571 0.01 -0.03 -0.01
H 1.223 4.238 -1.856 0.00 0.00 0.00
H 0.819 2.182 5.046 0.00 -0.01 0.00
N 0.309 -2.241 -0.947 -0.04 0.11 -0.02
H -1.368 3.277 -0.276 -0.01 0.00 -0.01
S 4.087 0.372 -1.575 -0.10 0.23 0.07
```
Positions in Å, forces in eV/Å.



(3)
DFT (the ωB97M-V functional and the def2-TZVPD basis) results for C38H46BaClF6Ge3N2O4S2 as an isolated structure in a non-equilibrium geometry.

The largest force on an atom comes out at 14.5 eV/A. For the energy above the lowest of the compared OMol25 structures with the same formula, charge and spin, the calculation gives 152.2 kcal/mol. As for the total charge: -2. For the HOMO-LUMO gap (spin up / spin down), the calculation gives 5.284 / 4.551 eV. Its multiplicity is 2.

```
103
Properties=species:S:1:pos:R:3:forces:R:3
Ba 0.537 0.418 -0.580 -4.44 -13.80 -0.38
H -5.156 0.596 -2.432 -0.17 0.01 0.16
H -2.977 1.540 0.593 -0.06 -0.17 0.08
H -5.187 -1.394 -0.442 -0.13 -0.04 0.01
H -1.904 -1.642 -4.623 0.15 0.03 -0.07
C -0.690 1.634 -5.908 0.03 -0.10 0.07
C 0.267 -3.851 -2.975 0.38 0.17 0.29
H -3.397 2.691 -0.786 -0.07 -0.02 -0.23
H -5.897 -2.401 -3.940 0.08 0.13 -0.23
C 3.272 -4.872 -2.592 -0.54 0.54 0.30
H -3.504 -1.755 -5.356 -0.20 0.14 -0.05
C 1.427 -4.258 -0.019 0.05 0.29 -0.45
F 0.566 5.961 -3.665 0.27 0.06 0.29
F 1.103 3.964 -4.223 0.27 0.04 0.45
S 1.619 2.698 -0.545 3.99 5.76 0.13
Cl 1.137 6.420 2.037 0.16 0.13 0.11
Ge -3.707 -1.548 -2.743 -0.37 0.05 -0.67
C -3.786 -0.800 3.079 0.01 -0.01 0.31
H -0.751 2.061 -6.902 0.00 0.04 0.03
C -2.723 -4.514 -1.227 0.05 0.26 -0.17
C -3.409 -1.176 0.716 0.19 0.18 -0.26
H 2.713 0.959 3.152 0.15 0.13 -0.02
H -0.533 6.430 -0.242 0.01 0.07 0.05
H 0.938 -3.445 0.519 0.00 -0.05 0.13
H 2.437 -1.421 1.951 0.03 0.00 -0.08
C -1.674 4.635 -0.108 -0.28 -0.12 -0.02
F 3.637 1.521 0.763 -0.89 0.09 -0.29
H -3.009 -4.201 -2.222 -0.04 -0.12 -0.16
C 0.641 -1.628 3.242 0.22 -0.53 -0.59
C -1.281 2.260 -4.824 -0.06 -0.10 -0.02
C -2.802 2.474 0.085 -0.42 -0.49 -0.14
H -0.462 -3.081 -2.727 -0.15 0.05 -0.07
C -0.005 0.446 -5.698 -0.08 0.02 -0.04
C -5.660 -1.059 1.614 -0.17 -0.06 0.04
C 0.926 0.365 4.280 -0.88 0.03 0.65
H -6.733 -1.099 1.459 0.00 -0.01 -0.05
C 0.795 4.731 -3.170 -0.36 0.20 -0.80
C -2.890 -2.078 -4.518 -0.07 0.10 0.57
C -2.257 -3.551 -0.339 0.30 0.40 -0.14
H 0.761 1.200 4.945 0.02 0.14 0.11
H 2.884 -5.887 -2.613 -0.15 -0.21 0.02
H -4.741 0.434 -4.143 -0.07 -0.12 -0.17
C -1.988 -5.314 1.304 -0.02 -0.13 0.16
F 4.076 1.707 -1.312 -0.87 0.31 0.07
H -6.232 -2.229 -2.223 -0.13 0.08 0.17
H 0.289 -2.616 2.985 -0.04 -0.09 -0.06
H 3.546 -4.595 -3.608 0.01 0.11 -0.14
H -1.850 -0.873 2.151 -0.02 -0.04 0.27
H -0.179 -4.819 -2.767 -0.07 -0.16 0.08
C 1.765 -0.988 2.681 0.19 -0.18 -0.44
Ge -2.025 -1.543 -0.730 -1.87 -1.16 -0.31
H -1.582 2.123 -2.696 -0.18 0.14 0.11
H 0.488 -3.803 -4.039 0.11 0.09 -0.17
H -2.779 -3.156 -4.583 0.04 -0.24 0.05
H 0.295 3.938 3.131 0.03 -0.11 0.07
O 2.568 6.145 -1.862 -0.29 0.23 0.60
C -1.169 1.658 -3.578 -0.32 0.30 -0.47
C -2.811 -5.851 -0.876 -0.09 -0.20 -0.05
S 2.207 4.767 -1.895 0.67 1.24 -2.72
C -4.368 0.318 -3.127 0.21 -0.33 0.21
H -1.313 2.272 2.317 0.02 -0.14 0.12
H 4.177 -4.870 -1.986 0.08 0.08 0.11
H 2.610 -1.293 -2.694 0.19 0.08 -0.36
C -0.746 5.539 0.333 -0.29 0.22 0.02
H -3.173 -6.581 -1.592 0.01 0.02 -0.03
C 1.931 0.242 3.343 0.60 0.11 -0.67
C -0.051 5.285 1.508 -0.27 -0.05 0.13
H -1.516 -3.250 1.631 0.02 -0.08 0.22
C 0.020 -0.083 -4.417 0.29 -0.30 -0.28
C -1.899 -3.985 0.934 0.13 0.19 -0.01
H -5.352 -3.631 -2.804 0.04 -0.24 0.05
C 3.442 2.313 -0.306 2.29 -0.49 0.69
H 0.487 -0.061 -6.518 0.01 -0.06 0.06
C -2.439 -6.258 0.395 -0.01 -0.15 0.06
O 1.202 2.112 -1.776 0.87 2.49 -3.31
Ge 1.875 -3.556 -1.827 0.40 -0.25 -0.07
H -3.550 1.012 -2.991 0.15 0.24 0.03
N -0.565 0.503 -3.386 0.32 0.04 0.57
H -2.231 4.838 -1.014 0.02 -0.01 -0.05
H 0.529 -1.010 -4.184 0.08 -0.09 -0.10
H -2.491 -7.304 0.678 -0.03 0.01 -0.02
C 2.381 -1.697 -1.708 -0.65 -0.06 0.15
C -5.494 -2.565 -2.944 0.80 0.30 0.41
H -3.389 -0.647 4.074 0.09 0.04 0.02
H 3.276 -1.609 -1.091 0.28 0.01 0.12
O 1.031 2.125 0.606 0.78 4.03 3.94
F 4.084 3.455 -0.013 -0.23 -0.12 -0.14
O 3.154 3.845 -2.450 0.12 0.14 -0.19
H -5.827 -0.748 3.737 -0.02 0.00 -0.02
H -1.702 -5.625 2.301 0.07 0.04 0.05
C -5.158 -0.862 2.890 -0.02 0.07 0.15
C -1.175 3.196 1.775 -0.51 -0.11 -0.17
F -0.377 4.307 -2.692 0.16 -0.04 0.36
N 1.576 4.258 -0.569 -0.40 -0.87 0.93
C -2.925 -0.947 2.004 0.18 0.18 -0.20
H -1.806 3.196 -4.943 -0.03 0.07 0.07
C -1.915 3.407 0.573 0.71 0.75 0.47
H 2.311 -4.566 0.534 0.17 0.05 0.05
C 0.125 -0.801 4.221 -0.34 0.69 0.63
C -0.274 4.119 2.232 0.16 0.37 0.19
H 0.742 -5.099 -0.071 -0.14 -0.14 -0.04
H -0.737 -0.996 4.839 -0.15 -0.07 0.09
C -4.789 -1.225 0.549 -0.09 0.10 -0.18
```
Positions in Å, forces in eV/Å.